1.
Entry from OMol25: a cluster of 12 separate species, C58H150N10O18 in total in a non-equilibrium geometry (ωB97M-V/def2-TZVPD).

Output
E = -114317.5613 eV
Charge = 0
HOMO energy = -8.264 eV
HOMO-LUMO gap = 0.3139 Eh
SMILES string = COC[C@H](C)N.COC[C@H](C)N.COC[C@H](C)N.COC[C@H](C)N.COCCNCCOC.COCCNCCOC.COCCNCCOC.COCCNCCOC.COCCNCCOC.COCCNCCOC.CC(C)O.CC(C)O
LUMO level = 0.010 hartree

XYZ file:
```
236
Properties=species:S:1:pos:R:3:mulliken_charge:R:1
C 9.9529 2.4948 -6.7850 -0.71
O 8.7334 2.6404 -6.1003 -0.31
C 8.4636 1.6527 -5.1004 -0.72
C 7.0666 1.9003 -4.4627 0.61
C 6.8799 3.2778 -3.6891 -1.34
N 6.7697 0.9455 -3.3918 -0.76
H 10.3584 3.4575 -7.0964 0.23
H 9.6696 1.9049 -7.6566 0.26
H 10.7132 2.0732 -6.1274 0.31
H 8.5273 0.6448 -5.5105 0.35
H 9.2350 1.7055 -4.3322 0.34
H 6.2664 1.7606 -5.1895 0.23
H 5.8288 3.5135 -3.5229 0.37
H 7.2559 4.0275 -4.3853 0.30
H 7.3983 3.4684 -2.7494 0.34
H 5.8240 1.1303 -3.0892 0.27
H 6.7925 0.0466 -3.8518 0.23
C -1.1305 7.9461 11.2109 -0.70
O -0.6150 6.7484 10.6289 -0.31
C -1.5270 6.0530 9.8202 -0.63
C -0.9485 4.7337 9.3021 0.42
C 0.3238 4.8397 8.4493 -1.33
N -1.9322 3.9588 8.5047 -0.52
H -0.3770 8.2870 11.9209 0.24
H -2.0693 7.6867 11.7002 0.30
H -1.3389 8.7625 10.5194 0.29
H -2.4669 5.7992 10.3105 0.38
H -1.7205 6.6359 8.9197 0.30
H -0.7866 4.1821 10.2281 0.22
H 0.1890 5.3706 7.5069 0.28
H 0.5491 3.8107 8.1689 0.39
H 1.1330 5.1740 9.0985 0.35
H -2.7962 3.8032 9.0041 0.14
H -1.5537 3.0761 8.1920 0.20
C 3.0429 3.6403 -9.5115 -0.67
O 1.7485 3.1600 -9.1146 -0.31
C 1.1826 3.8353 -8.0194 -0.80
C -0.0854 3.0716 -7.6590 0.54
C -0.9913 3.8998 -6.7336 -1.35
N 0.1706 1.8484 -7.0315 -0.72
H 3.5900 2.8897 -10.0819 0.25
H 3.6038 3.9540 -8.6311 0.28
H 2.9417 4.5144 -10.1547 0.27
H 1.9006 3.9006 -7.2019 0.42
H 0.8897 4.8660 -8.2192 0.32
H -0.6219 2.8733 -8.5868 0.26
H -1.2656 4.7484 -7.3603 0.37
H -0.4028 4.2345 -5.8793 0.28
H -1.9383 3.4755 -6.4002 0.38
H -0.6586 1.2975 -7.2016 0.24
H 0.8957 1.3563 -7.5336 0.25
C 1.0673 -2.4604 7.6078 -0.73
O -0.0312 -2.6766 6.7481 -0.28
C 0.2477 -3.6908 5.7828 -0.70
C -1.0554 -4.1604 5.0785 0.46
C -2.1394 -4.6925 5.9199 -1.43
N -0.7891 -5.1236 4.0319 -0.68
H 1.9812 -2.2933 7.0376 0.27
H 1.1703 -3.3409 8.2419 0.31
H 0.8340 -1.6389 8.2852 0.25
H 0.8514 -3.2929 4.9671 0.35
H 0.6265 -4.5936 6.2619 0.36
H -1.4426 -3.2772 4.5703 0.28
H -2.5073 -3.9158 6.5904 0.28
H -1.6203 -5.5066 6.4255 0.33
H -3.0247 -5.0688 5.4072 0.44
H -1.7147 -5.4251 3.7627 0.22
H -0.4161 -5.9640 4.4500 0.26
C -0.4860 -9.8909 4.8819 -0.78
O -1.1367 -9.5464 3.6404 -0.22
C -1.6466 -10.6617 2.9081 -0.75
C -2.1647 -10.2747 1.5054 -0.55
N -3.5724 -9.9587 1.5894 -0.28
C -4.2380 -9.6037 0.3666 -0.30
C -5.5273 -8.8582 0.7870 -0.78
O -5.2323 -7.5797 1.3443 -0.30
C -4.8707 -6.5487 0.5154 -0.63
H -1.2902 -10.0877 5.5909 0.36
H 0.0330 -8.9898 5.2086 0.19
H 0.2455 -10.6985 4.9085 0.31
H -2.3723 -11.1579 3.5526 0.39
H -0.8951 -11.4469 2.8261 0.44
H -2.0414 -11.1462 0.8624 0.31
H -1.6527 -9.4861 0.9540 0.35
H -3.8525 -9.4101 2.3898 0.27
H -4.5428 -10.4839 -0.1995 0.29
H -3.6501 -8.9656 -0.2931 0.19
H -6.0779 -9.4820 1.4912 0.32
H -6.1748 -8.7147 -0.0779 0.42
H -4.4997 -5.7395 1.1444 0.22
H -5.7111 -6.2830 -0.1257 0.28
H -4.0324 -6.8545 -0.1106 0.24
C 3.6499 -5.5456 -3.2335 -0.69
O 2.3786 -5.2761 -3.9030 -0.33
C 1.2656 -5.8154 -3.2053 -0.46
C -0.0600 -5.2850 -3.8773 -0.93
N -0.3019 -5.9417 -5.1494 -0.33
C -0.5979 -7.3305 -5.0565 -0.47
C -1.9064 -7.7747 -5.8064 -0.80
O -3.1828 -7.4569 -5.1817 -0.21
C -4.1567 -7.5990 -6.0978 -0.77
H 3.4674 -5.2342 -2.2050 0.30
H 4.5539 -5.0967 -3.6450 0.25
H 3.7533 -6.6302 -3.2013 0.29
H 1.2764 -5.4378 -2.1829 0.46
H 1.2994 -6.9045 -3.1802 0.37
H -0.0218 -4.1962 -3.9102 0.36
H -0.8666 -5.5032 -3.1774 0.40
H 0.6230 -5.8185 -5.5361 0.28
H -0.7647 -7.5679 -4.0058 0.31
H 0.2707 -7.8751 -5.4267 0.42
H -1.7848 -8.8498 -5.9383 0.36
H -1.7857 -7.2968 -6.7786 0.32
H -4.2576 -8.6472 -6.3793 0.34
H -4.0680 -7.0519 -7.0363 0.28
H -5.0948 -7.3735 -5.5907 0.25
C 4.7228 9.4704 -6.3315 -0.73
O 4.8402 9.5576 -4.9348 -0.31
C 6.2085 9.5650 -4.5555 -0.57
C 6.3010 9.5558 -3.0398 -0.36
N 6.0019 10.8767 -2.4203 -0.29
C 6.0374 10.9564 -0.9748 -1.05
C 5.0689 9.9977 -0.2198 -0.44
O 5.5295 8.6250 -0.2687 -0.26
C 4.9752 7.7413 0.7107 -0.81
H 3.7556 9.0661 -6.6300 0.25
H 5.3886 8.6713 -6.6574 0.32
H 4.8544 10.4397 -6.8124 0.26
H 6.7531 10.4049 -4.9870 0.37
H 6.6345 8.6098 -4.8624 0.39
H 7.3385 9.3743 -2.7590 0.24
H 5.7076 8.7737 -2.5664 0.30
H 5.1665 11.3487 -2.7355 0.28
H 5.7566 11.9592 -0.6527 0.43
H 7.0284 10.8653 -0.5303 0.33
H 4.0533 10.0481 -0.6123 0.30
H 5.0467 10.3670 0.8055 0.48
H 5.1846 8.0109 1.7459 0.30
H 5.5321 6.8057 0.6591 0.27
H 3.8920 7.6364 0.6490 0.31
C -5.3175 -4.5799 -11.4972 -0.72
O -4.6362 -3.3887 -11.3613 -0.34
C -3.9426 -3.3347 -10.1111 -0.53
C -4.9347 -2.9373 -8.9623 -0.43
N -4.3515 -2.6203 -7.6749 -0.39
C -5.4214 -2.5607 -6.6947 -0.41
C -6.4440 -1.4133 -6.8521 -0.87
O -7.6236 -1.7470 -7.6643 -0.37
C -8.5860 -2.6477 -6.9624 -0.74
H -6.1372 -4.7784 -10.8066 0.27
H -4.6744 -5.4249 -11.2513 0.32
H -5.6628 -4.6272 -12.5300 0.26
H -3.2555 -2.4976 -10.2348 0.29
H -3.2838 -4.1848 -9.9339 0.42
H -5.7515 -3.6582 -8.9273 0.28
H -5.4260 -2.0257 -9.3026 0.21
H -3.7837 -3.3700 -7.3067 0.25
H -4.8667 -2.4246 -5.7664 0.53
H -5.9467 -3.4992 -6.5177 0.29
H -5.8430 -0.6043 -7.2673 0.42
H -6.6776 -1.0083 -5.8675 0.41
H -8.5893 -2.4369 -5.8930 0.34
H -8.4657 -3.7004 -7.2182 0.24
H -9.5984 -2.3521 -7.2373 0.28
C 8.5547 2.6067 6.8504 -0.71
O 8.0799 1.8307 5.8048 -0.30
C 8.6518 0.5374 5.9838 -0.62
C 8.0400 -0.4344 4.9704 -0.47
N 8.9180 -1.5652 4.8136 -0.30
C 8.3543 -2.5266 3.8762 -0.75
C 7.3911 -3.6281 4.4760 -0.32
O 7.2397 -4.8105 3.6148 -0.36
C 6.1935 -5.6162 4.0627 -0.70
H 8.4248 2.0608 7.7849 0.30
H 8.0840 3.5894 6.8196 0.26
H 9.6290 2.7872 6.8124 0.30
H 8.5493 0.2313 7.0249 0.35
H 9.7221 0.7013 5.8593 0.41
H 7.8538 0.0315 4.0027 0.33
H 7.0751 -0.7204 5.3891 0.17
H 9.1042 -1.8935 5.7504 0.25
H 9.2645 -3.0201 3.5355 0.31
H 8.0487 -2.0436 2.9481 0.39
H 6.4518 -3.2353 4.8652 0.37
H 7.9475 -3.9987 5.3370 0.24
H 5.2136 -5.2275 3.7858 0.26
H 6.2596 -5.6857 5.1485 0.31
H 6.2591 -6.6537 3.7352 0.28
C -2.8070 6.5905 2.4566 -0.71
O -3.6198 6.5426 3.6837 -0.32
C -3.9631 5.2094 4.1271 -0.42
C -5.0925 5.4579 5.0910 -0.70
N -5.7271 4.1828 5.4904 -0.24
C -6.7383 4.2895 6.5219 -0.58
C -7.0045 3.0055 7.3413 -0.72
O -6.0132 2.8908 8.4031 -0.26
C -6.1336 1.6893 9.2181 -0.82
H -2.0114 5.8489 2.5282 0.28
H -2.4902 7.6158 2.2651 0.24
H -3.4460 6.2971 1.6238 0.30
H -3.0929 4.7738 4.6182 0.30
H -4.3099 4.5383 3.3414 0.34
H -5.7586 6.1432 4.5670 0.35
H -4.7525 6.0240 5.9581 0.31
H -4.9248 3.7834 5.9559 0.19
H -7.7091 4.6199 6.1524 0.39
H -6.4100 5.0481 7.2324 0.34
H -6.9093 2.1733 6.6438 0.34
H -8.0253 2.9660 7.7214 0.47
H -5.6144 1.6756 10.1764 0.25
H -5.6091 0.9024 8.6760 0.32
H -7.1651 1.3571 9.3346 0.34
C -0.7800 0.5397 -0.0765 -1.38
C 0.4530 1.4267 -0.1975 0.65
C 1.4599 1.2683 0.9451 -1.25
O 1.1694 1.1231 -1.3654 -0.53
H -0.5785 -0.5301 -0.0223 0.34
H -1.5942 0.7639 -0.7656 0.39
H -1.3171 0.7148 0.8557 0.35
H 0.0156 2.4240 -0.2444 0.14
H 1.0139 1.6032 1.8817 0.35
H 2.4027 1.7845 0.7638 0.32
H 1.7190 0.2156 1.0581 0.32
H 0.5760 1.0864 -2.1192 0.31
C -9.7172 1.0714 1.9681 -1.16
C -8.4216 1.1202 1.1110 0.35
C -8.2311 2.4632 0.5540 -1.25
O -7.3683 0.8375 1.9461 -0.53
H -9.8662 0.1018 2.4433 0.31
H -10.6339 1.2369 1.4020 0.36
H -9.6422 1.8047 2.7710 0.28
H -8.5281 0.3578 0.3393 0.28
H -8.9220 2.8196 -0.2100 0.37
H -7.2047 2.5947 0.2114 0.34
H -8.2728 3.2587 1.2979 0.31
H -7.2793 1.4884 2.6461 0.32
```

---

2.
Entry from OMol25: a cluster of 2 separate species, C5H6NO4 in total in a non-equilibrium geometry (ωB97M-V/def2-TZVPD).

Output
E = -14953.0436 eV
ΔE to the lowest compared entry with this formula, charge and spin = 41.5 kJ/mol
Charge = +1
HOMO energy = -16.077 eV
HOMO-LUMO gap = 0.4310 Eh
LUMO level = -0.160 hartree

XYZ file:
```
16
Properties=species:S:1:pos:R:3:mulliken_charge:R:1
C 0.5232 0.4860 -1.4747 0.36
C 0.3117 -0.9004 0.2820 0.36
C 3.5876 -0.0192 1.3233 0.17
C 0.0562 1.3224 -0.3874 -0.34
C -0.1227 0.4666 0.8198 -0.66
N 0.5387 -0.8473 -0.9834 0.30
O 0.9381 0.6503 -2.5672 -0.49
O 0.4474 -1.9367 1.0145 -0.41
O 4.5203 -0.5958 1.6626 -0.17
O 0.9947 -1.9293 -1.7017 -0.36
H 1.1756 -1.5353 -2.5549 0.39
H 0.7002 2.0950 -0.1766 0.32
H -0.9851 1.8147 -0.7570 0.30
H -1.0732 0.3064 1.1319 0.37
H 0.4767 0.6313 1.6016 0.44
H 0.6712 -2.7995 0.5066 0.43
```

---

3.
Entry from OMol25: a cluster of 10 separate species, C24H39BN11O5P in total (ωB97M-V/def2-TZVPD).

Output
E = -62115.1005 eV
Charge = 0
HOMO energy = -8.685 eV
HOMO-LUMO gap = 0.3192 Eh
SMILES string = CN(C)C(=O)CB(CP(=O)(O)O)N=C=O.CC#N.CC#N.CC#N.CC#N.CC#N.CC#N.CC#N.CC#N.CC#N
LUMO level = 0.000 hartree

XYZ file:
```
81
Properties=species:S:1:pos:R:3:mulliken_charge:R:1
C 1.3833 0.5711 -4.2723 -0.97
N 0.4934 -0.5340 -3.8825 0.07
C -0.7405 -0.0747 -3.2208 -1.25
C 1.1499 -1.5383 -3.1237 0.37
O 1.3829 -2.6181 -3.6171 -0.52
C 1.5668 -1.2356 -1.6979 -0.52
B 2.2873 -2.4594 -1.0168 0.09
C 1.5516 -3.8354 -0.8844 -0.18
P 2.0720 -5.0321 0.3465 0.67
O 2.6806 -6.2301 -0.2436 -0.71
O 0.7795 -5.3482 1.2272 -0.46
O 3.0370 -4.3389 1.4316 -0.48
N 3.6711 -2.2752 -0.5495 -0.51
C 3.8789 -1.5738 0.4144 0.79
O 4.1172 -0.9644 1.3761 -0.50
H 1.5242 0.5670 -5.3515 0.27
H 2.3621 0.5169 -3.7949 0.37
H 0.9342 1.5277 -4.0116 0.36
H -1.1807 0.7117 -3.8176 0.63
H -1.4293 -0.9120 -3.1621 0.36
H -0.5481 0.2717 -2.2056 0.41
H 2.2362 -0.3726 -1.7327 0.33
H 0.6893 -0.9182 -1.1284 0.23
H 1.7033 -4.3396 -1.8407 0.26
H 0.4793 -3.6743 -0.7724 0.22
H 0.8110 -4.8897 2.0759 0.29
H 3.9374 -4.6122 1.2061 0.29
C 4.7177 -1.6380 4.6993 -0.56
C 5.1413 -1.3350 6.0578 0.20
N 5.4802 -1.0867 7.1256 -0.40
H 5.1577 -0.9395 3.9897 0.23
H 5.0200 -2.6446 4.4160 0.27
H 3.6353 -1.5705 4.6088 0.29
C -2.8517 0.9179 1.0740 -0.22
C -2.3924 -0.0433 0.0849 0.27
N -2.0298 -0.8019 -0.6957 -0.30
H -3.8285 0.6379 1.4614 0.13
H -2.1632 0.9735 1.9128 0.17
H -2.9261 1.9120 0.6399 -0.09
C -3.0453 -5.3546 0.4535 -0.94
C -2.1369 -4.2281 0.5968 0.52
N -1.4110 -3.3464 0.7006 -0.40
H -2.6415 -6.0753 -0.2553 0.28
H -3.1846 -5.8535 1.4107 0.29
H -4.0149 -5.0177 0.0910 0.32
C -2.0542 3.3315 4.5995 -0.83
C -1.8946 3.5727 3.1746 0.46
N -1.7647 3.7462 2.0475 -0.45
H -2.9912 2.8079 4.7847 0.22
H -1.2355 2.7183 4.9720 0.27
H -2.0580 4.2736 5.1448 0.34
C 7.4888 1.2247 5.2178 -0.62
C 8.4843 2.2845 5.1774 0.13
N 9.2694 3.1204 5.1457 -0.34
H 7.8167 0.3705 4.6270 0.27
H 7.3193 0.8863 6.2386 0.28
H 6.5402 1.5771 4.8151 0.26
C -3.1996 4.2288 -1.1071 -0.47
C -2.7958 3.3638 -2.2053 0.47
N -2.4704 2.6843 -3.0717 -0.44
H -4.1720 3.9304 -0.7193 0.27
H -2.4745 4.1814 -0.2936 0.10
H -3.2805 5.2583 -1.4368 0.05
C -3.9822 8.5153 -3.3619 -0.82
C -4.5444 7.5918 -2.3885 0.44
N -4.9884 6.8634 -1.6208 -0.42
H -4.4515 9.4929 -3.2704 0.30
H -2.9114 8.6282 -3.2027 0.28
H -4.1451 8.1448 -4.3722 0.27
C 1.6005 -3.8395 -6.5793 -0.33
C 1.8351 -3.5326 -7.9821 0.26
N 2.0195 -3.2873 -9.0881 -0.38
H 0.6628 -4.3784 -6.4564 0.27
H 2.4041 -4.4571 -6.1817 0.27
H 1.5439 -2.9331 -5.9806 -0.08
C -7.0368 1.5428 2.5601 -0.85
C -5.8058 1.3840 3.3189 0.44
N -4.8340 1.2593 3.9162 -0.43
H -6.8789 2.2153 1.7187 0.24
H -7.3728 0.5808 2.1775 0.29
H -7.8197 1.9572 3.1924 0.33
```

---

4.
Entry from OMol25: the molecule C4H9N3 in a non-equilibrium geometry (ωB97M-V/def2-TZVPD).

Output
E = -8763.0895 eV
ΔE to the lowest compared entry with this formula, charge and spin = 138.5 kJ/mol
Charge = 0
HOMO energy = -9.500 eV
HOMO-LUMO gap = 0.3812 Eh
SMILES string = CN[C@@](C)(N)C#N
LUMO level = 0.032 hartree

XYZ file:
```
16
Properties=species:S:1:pos:R:3:mulliken_charge:R:1
C 1.9067 0.4948 0.3115 -0.89
N 0.6887 0.5994 -0.5458 -0.38
C -0.4796 -0.0574 -0.0289 0.88
C -1.7419 0.1772 -0.9381 -1.49
N -0.5043 -1.5473 0.0786 -0.64
C -0.6064 0.5327 1.2929 0.14
N -0.6610 1.0199 2.3258 -0.51
H 1.8066 -0.3575 0.9847 0.28
H 2.8541 0.4815 -0.1819 0.34
H 1.9595 1.3938 0.9231 0.29
H 0.9536 0.4430 -1.5258 0.28
H -1.5781 -0.4394 -1.8354 0.34
H -2.5737 -0.1500 -0.3633 0.36
H -1.9060 1.1310 -1.2637 0.42
H -0.4857 -1.8349 1.0676 0.31
H 0.3676 -1.8867 -0.3011 0.27
```